[1]
C14H19Cl3FN2O4ReSi | the ωB97M-V functional and the def2-TZVPD basis

Results
Total charge: +1
Multiplicity: 4
LUMO level (alpha / beta) in eV: -6.0 / -5.1
HOMO-LUMO gap (alpha / beta) in eV: 5.5241 / 7.5377
E_HOMO (alpha / beta) in eV: -11.5 / -12.6
⟨S²⟩: 3.90

```
45
Properties=species:S:1:pos:R:3:nbo_charge:R:1
Re 0.406 -0.838 0.121 1.80
C 0.923 1.760 -2.502 -1.13
Si -0.805 1.768 -1.697 1.72
C -2.116 1.006 -2.850 -1.09
C -1.052 3.560 -1.078 -1.10
N -0.704 0.709 -0.248 -0.81
C -1.581 0.861 0.893 0.02
C -2.935 1.311 0.866 -0.18
C -3.629 1.466 2.080 -0.19
C -3.035 1.194 3.310 -0.17
C -1.680 0.847 3.395 -0.27
C -1.050 0.617 2.195 0.44
F 0.291 0.038 2.328 -0.36
H 1.029 2.548 -3.269 0.27
H 1.062 0.816 -3.097 0.24
H 1.708 1.866 -1.749 0.26
H -1.819 0.003 -3.181 0.25
H -2.292 1.649 -3.677 0.26
H -3.049 0.946 -2.288 0.23
H -0.152 4.137 -1.154 0.26
H -1.262 3.473 -0.002 0.24
H -1.838 4.139 -1.546 0.26
H -3.385 1.521 -0.121 0.24
H -4.690 1.777 2.100 0.25
H -3.703 1.310 4.160 0.25
H -1.129 0.681 4.295 0.26
N 1.725 -2.298 1.116 -0.85
C 2.795 -1.841 2.048 -0.22
C 3.854 -0.953 1.346 -0.54
C 3.292 0.234 0.559 0.79
O 3.914 1.252 0.317 -0.52
O 2.062 0.096 0.010 -0.72
H 1.109 -2.894 1.625 0.41
H 2.056 -2.922 0.316 0.46
H 3.206 -2.769 2.552 0.23
H 2.253 -1.250 2.821 0.21
H 4.387 -1.554 0.552 0.26
H 4.637 -0.565 1.999 0.28
Cl -1.473 -2.129 0.658 -0.34
C 0.149 -3.956 -2.677 -0.22
Cl -1.219 -3.454 -3.257 0.24
Cl 0.630 -5.556 -2.897 0.17
C 0.881 -3.096 -1.767 0.67
O 1.903 -3.583 -1.192 -0.60
O 0.325 -1.923 -1.414 -0.66
```


[2]
C7H14O | the ωB97M-V functional and the def2-TZVPD basis

Results
LUMO level in eV: 0.9
HOMO-LUMO gap in eV: 10.1376
SMILES string: C=C(C)C.C=CCO
E_HOMO in eV: -9.2

```
22
Properties=species:S:1:pos:R:3:nbo_charge:R:1
C -2.873 -0.878 -1.409 -0.43
C -1.914 -1.307 -0.597 0.03
C -1.198 -2.607 -0.798 -0.64
C -1.470 -0.538 0.615 -0.65
H -3.318 0.101 -1.287 0.19
H -3.165 -1.449 -2.284 0.19
H -0.132 -2.407 -0.935 0.21
H -1.562 -3.161 -1.660 0.22
H -1.282 -3.234 0.093 0.21
H -1.801 0.494 0.672 0.22
H -0.380 -0.562 0.665 0.22
H -1.815 -1.071 1.507 0.22
C 0.731 1.816 -0.408 -0.38
C 1.862 1.251 -0.017 -0.19
C 2.834 1.899 0.922 -0.10
O 3.009 0.994 2.007 -0.72
H 0.008 1.304 -1.025 0.21
H 0.556 2.867 -0.199 0.19
H 2.040 0.192 -0.175 0.20
H 3.789 2.083 0.418 0.17
H 2.435 2.854 1.273 0.16
H 3.648 1.360 2.625 0.47
```


[3]
C33H87N11O13 | the ωB97M-V functional and the def2-TZVPD basis

Results
LUMO level in eV: 0.4
HOMO-LUMO gap in eV: 8.5604
SMILES string: COCCNCCOC.COCCNCCOC.COCCNCCOC.COCCNCCOC.COCCNCCOC.NC(N)=O.NC(N)=O.NC(N)=O
E_HOMO in eV: -8.1

```
144
Properties=species:S:1:pos:R:3:mulliken_charge:R:1
C 24.116 -9.329 20.944 -0.76
O 22.913 -8.740 20.505 -0.16
C 22.538 -9.208 19.237 -0.39
C 21.289 -8.534 18.681 -0.57
N 20.006 -8.882 19.313 -0.45
C 20.038 -8.695 20.752 0.33
C 18.653 -8.788 21.373 -1.10
O 18.120 -7.491 21.490 -0.14
C 16.813 -7.402 22.014 -0.84
H 24.280 -8.840 21.907 0.25
H 25.016 -9.048 20.381 0.14
H 24.012 -10.416 20.935 0.34
H 22.207 -10.258 19.180 0.34
H 23.394 -9.095 18.563 0.19
H 21.223 -8.875 17.643 0.45
H 21.335 -7.436 18.657 0.15
H 19.215 -8.541 18.792 0.28
H 20.320 -7.680 21.065 -0.01
H 20.680 -9.431 21.225 0.21
H 18.733 -9.164 22.400 0.44
H 18.050 -9.459 20.748 0.40
H 16.095 -7.816 21.299 0.32
H 16.577 -6.375 22.274 0.22
H 16.687 -8.029 22.904 0.32
C 25.007 -18.973 7.036 -0.73
O 24.820 -18.808 8.428 -0.30
C 23.542 -18.516 8.887 -0.60
C 23.451 -17.672 10.143 -0.71
N 24.105 -16.370 10.058 -0.33
C 23.902 -15.555 11.253 -0.72
C 24.982 -14.496 11.421 -0.54
O 26.176 -15.070 11.917 -0.38
C 27.116 -14.076 12.242 -0.20
H 26.029 -19.160 6.720 0.24
H 24.502 -18.192 6.464 0.34
H 24.508 -19.929 6.825 0.30
H 22.727 -19.249 8.871 0.42
H 23.121 -17.808 8.149 0.27
H 23.712 -18.235 11.052 0.41
H 22.398 -17.460 10.362 0.40
H 25.098 -16.539 9.923 0.25
H 23.718 -16.074 12.201 0.33
H 22.937 -15.084 11.031 0.39
H 24.632 -13.716 12.104 0.42
H 25.190 -14.072 10.432 0.35
H 27.011 -13.645 13.244 0.29
H 27.040 -13.217 11.566 0.36
H 28.093 -14.539 12.155 -0.30
C 28.471 -10.165 13.039 -0.42
O 27.585 -9.615 13.993 -0.49
C 28.138 -8.777 14.959 0.95
C 27.179 -8.531 16.097 -0.98
N 26.116 -7.650 15.550 -0.38
C 25.072 -7.289 16.543 0.19
C 23.868 -6.712 15.795 -0.52
O 24.010 -5.284 15.828 -0.25
C 22.827 -4.554 15.919 -0.76
H 29.059 -9.322 12.670 0.34
H 27.983 -10.744 12.259 0.20
H 29.117 -10.880 13.560 -0.06
H 28.532 -7.828 14.573 -0.12
H 29.041 -9.270 15.349 -0.41
H 27.627 -8.046 16.962 0.38
H 26.793 -9.522 16.363 0.57
H 25.594 -8.204 14.877 0.23
H 25.545 -6.552 17.196 0.16
H 24.891 -8.163 17.179 -0.26
H 22.869 -7.002 16.130 0.35
H 23.828 -6.992 14.737 0.40
H 22.081 -4.956 16.617 0.15
H 22.257 -4.475 14.986 0.32
H 22.988 -3.544 16.296 0.32
C 33.261 -10.528 18.515 -0.80
O 32.017 -10.454 17.842 -0.43
C 31.388 -11.709 17.608 -0.91
C 29.942 -11.562 17.128 0.36
N 29.291 -12.875 16.914 -0.52
C 27.915 -12.710 16.457 0.40
C 27.152 -14.028 16.624 -0.99
O 26.849 -14.255 17.971 -0.31
C 25.908 -15.282 18.241 -0.78
H 33.770 -11.465 18.272 0.34
H 33.108 -10.455 19.594 0.27
H 33.864 -9.704 18.135 0.30
H 31.487 -12.303 18.526 0.44
H 31.999 -12.300 16.915 0.33
H 30.061 -11.146 16.115 -0.55
H 29.315 -10.886 17.706 0.46
H 29.791 -13.271 16.123 0.67
H 27.958 -12.488 15.382 -0.28
H 27.442 -11.886 16.995 0.42
H 27.755 -14.820 16.169 0.31
H 26.243 -13.911 16.016 0.40
H 25.014 -15.100 17.638 0.33
H 25.668 -15.140 19.295 0.25
H 26.195 -16.332 18.142 0.27
C 19.829 -4.659 20.622 -0.70
O 21.101 -4.514 21.197 -0.41
C 22.187 -4.804 20.305 0.58
C 23.363 -3.882 20.606 -0.97
N 23.493 -3.622 22.068 -0.56
C 24.105 -4.759 22.785 -0.47
C 25.468 -5.165 22.268 -0.74
O 25.206 -6.160 21.276 -0.05
C 26.330 -6.602 20.538 -0.52
H 19.159 -4.776 21.476 0.27
H 19.704 -5.660 20.185 0.20
H 19.483 -3.926 19.891 0.34
H 21.883 -4.713 19.255 0.26
H 22.374 -5.880 20.387 -0.29
H 23.104 -2.869 20.285 0.42
H 24.279 -4.174 20.103 0.27
H 22.537 -3.532 22.385 0.39
H 23.359 -5.560 22.842 0.26
H 24.285 -4.577 23.852 0.41
H 25.942 -5.646 23.131 0.44
H 26.046 -4.322 21.886 0.41
H 27.016 -5.824 20.196 0.35
H 25.912 -7.055 19.635 -0.22
H 26.848 -7.429 21.030 0.37
N 30.615 -14.563 12.293 -0.46
C 30.623 -13.559 13.207 0.61
N 31.233 -12.465 12.700 -0.25
O 30.088 -13.583 14.312 -0.59
H 29.952 -15.315 12.308 0.25
H 31.120 -14.445 11.436 0.14
H 31.759 -12.380 11.854 0.20
H 31.305 -11.688 13.346 0.18
N 31.570 -8.321 13.594 -0.30
C 31.975 -9.231 14.533 0.52
N 31.875 -8.732 15.793 -0.29
O 32.247 -10.407 14.308 -0.78
H 31.264 -7.421 13.902 0.14
H 31.892 -8.440 12.649 0.24
H 31.523 -7.819 15.989 0.15
H 32.219 -9.358 16.512 0.35
N 27.834 -5.197 15.378 -0.03
C 27.754 -3.855 15.578 0.43
N 26.525 -3.432 15.957 -0.28
O 28.679 -3.078 15.339 -0.72
H 28.550 -5.586 14.795 0.11
H 26.955 -5.700 15.354 0.06
H 26.380 -2.438 15.932 0.20
H 25.723 -4.003 16.165 0.25
```


no.,electronic energy (a.u.)
1,-2803.354475
2,-350.289612
3,-2889.769090